Run a
Molecular formula: C26H27N3O3
Method: DFT, ωB97M-V/def2-TZVPD

```
59
Properties=species:S:1:pos:R:3
C 1.6826 4.1275 1.1359
C 0.5515 3.8913 0.1725
O -0.4330 4.5959 0.1449
C 0.6788 2.7107 -0.7263
C -0.4711 2.2550 -1.3692
C -0.4284 1.1242 -2.1605
C 0.7596 0.4282 -2.3027
C 1.9219 0.8742 -1.6821
C 3.1885 0.0645 -1.7949
N 3.2206 -0.9823 -0.7762
C 4.1170 -2.0786 -1.0991
C 3.8056 -3.2913 -0.2147
C 3.4749 -2.8642 1.2226
C 4.0706 -1.4922 1.5049
C 3.4721 -0.4395 0.5547
C 2.1718 0.0815 1.1753
O 2.1685 0.9727 2.0002
N 1.0859 -0.6010 0.7409
C -0.2589 -0.2713 0.8956
C -0.7141 0.7476 1.7377
C -2.0599 1.0305 1.7716
C -2.9271 0.2779 0.9692
O -4.2284 0.6251 0.9932
C -5.2159 -0.1269 0.3958
C -6.3258 0.5845 -0.0509
C -7.4002 -0.0859 -0.6025
C -7.3773 -1.4666 -0.7123
C -6.2761 -2.1709 -0.2584
C -5.1945 -1.5117 0.2994
N -2.5011 -0.7012 0.1879
C -1.2080 -0.9643 0.1534
C 1.8773 2.0270 -0.9124
H 1.3992 4.9020 1.8439
H 1.9226 3.2070 1.6656
H 2.5670 4.4551 0.5923
H -1.3917 2.7991 -1.2221
H -1.3228 0.7735 -2.6528
H 0.7898 -0.4706 -2.9020
H 4.0682 0.7263 -1.7169
H 3.2146 -0.4218 -2.7730
H 3.9668 -2.3507 -2.1465
H 5.1733 -1.7847 -0.9855
H 4.6718 -3.9540 -0.2257
H 2.9637 -3.8425 -0.6351
H 2.3947 -2.8205 1.3669
H 3.8704 -3.5918 1.9322
H 5.1539 -1.5334 1.3774
H 3.8704 -1.1849 2.5325
H 4.1661 0.4190 0.5178
H 1.2999 -1.2637 -0.0006
H -0.0146 1.3034 2.3393
H -2.4582 1.8166 2.3910
H -6.3272 1.6591 0.0454
H -8.2573 0.4720 -0.9491
H -8.2158 -1.9903 -1.1464
H -6.2563 -3.2482 -0.3329
H -4.3409 -2.0651 0.6539
H -0.9189 -1.7696 -0.5104
H 2.7840 2.3883 -0.4527
```

Results
- Molar mass: 429.52 g mol⁻¹
- E_HOMO: -8.0 eV
- SMILES: CC(=O)c1cccc(CN2CCCC[C@@H]2C(=O)Nc2ccc(Oc3ccccc3)nc2)c1

Atom charges from the natural (NBO) analysis, given in e for atoms 1 to 4: C -0.735; C 0.581; O -0.538; C -0.157

Run b
Molecular formula: C26H27N3O3
Method: DFT, ωB97M-V/def2-TZVPD

```
59
Properties=species:S:1:pos:R:3
C -0.3844 3.9881 2.4551
N 0.0860 2.7351 1.9147
C 1.2206 2.1388 2.3913
O 1.9338 2.5756 3.2907
C 1.4283 0.8638 1.5754
C 1.3879 -0.4153 2.4102
C 2.4604 -0.4527 3.4754
C 2.0988 -0.6208 4.8143
C 3.0741 -0.5531 5.8124
C 4.4172 -0.3545 5.4639
C 4.7810 -0.2349 4.1177
C 3.8030 -0.2901 3.1190
N 0.3375 0.9165 0.6142
C 0.2113 -0.0433 -0.3540
C -0.7374 -0.0228 -1.3209
C -0.6381 -0.9180 -2.5194
C -1.7075 -0.7642 -3.6082
C -1.5589 -1.4908 -4.7904
C -2.5304 -1.4264 -5.7927
C -3.6211 -0.5520 -5.6633
C -3.7411 0.2039 -4.4953
C -2.8082 0.0774 -3.4589
N -0.5743 -2.2835 -2.1355
C -1.7017 -3.1275 -2.0663
O -2.8609 -2.7646 -1.9133
C -1.1576 -4.4920 -2.1879
C 0.1796 -4.4258 -2.2948
C 0.6102 -3.0248 -2.2903
O 1.7327 -2.5378 -2.3827
C -0.5219 2.1019 0.7504
C -1.9822 1.7489 1.0555
C -0.4543 3.0279 -0.4718
H 0.1771 4.2110 3.3668
H -0.2464 4.8054 1.7339
H -1.4526 3.9184 2.6915
H 2.4010 0.9343 1.0575
H 0.3921 -0.4867 2.8799
H 1.4995 -1.2765 1.7288
H 1.0420 -0.7669 5.0570
H 2.7774 -0.6494 6.8562
H 5.1783 -0.2939 6.2426
H 5.8230 -0.0886 3.8334
H 4.0631 -0.1819 2.0634
H 0.9828 -0.8278 -0.3325
H -1.5408 0.7045 -1.3032
H 0.3387 -0.6973 -2.9857
H -0.6880 -2.1421 -4.9160
H -2.4122 -2.0443 -6.6818
H -4.3474 -0.4547 -6.4683
H -4.5526 0.9172 -4.3720
H -2.9697 0.6030 -2.5199
H -1.8256 -5.3359 -2.1879
H 0.9132 -5.2101 -2.3830
H -2.0454 1.2080 2.0078
H -2.5577 2.6789 1.1248
H -2.4204 1.1213 0.2793
H 0.5459 3.4724 -0.5374
H -0.6542 2.4779 -1.3930
H -1.2030 3.8208 -0.3569
```

Results
- Molar mass: 429.52 g mol⁻¹
- E_HOMO: -7.8 eV
- SMILES: CN1C(=O)[C@@H](Cc2ccccc2)N(/C=C/[C@H](c2ccccc2)N2C(=O)C=CC2=O)C1(C)C

Atom charges from the natural (NBO) analysis, given in e for atoms 1 to 4: C -0.418; N -0.452; C 0.687; O -0.611

Each structure's energy above the most stable one, in kcal/mol: run a 0.0; run b 20.9.

Run a
Molecular formula: C5H7NO2
Method: DFT, ωB97M-V/def2-TZVPD

```
15
Properties=species:S:1:pos:R:3
C -2.0263 -1.1456 0.9317
C -1.7238 -0.6643 -0.2770
O -0.7246 0.2124 -0.6815
C 0.0727 0.4929 0.4074
C 0.8083 -0.7892 0.6883
N 1.5284 -1.6864 0.8266
O 0.8894 1.6355 0.0667
C 1.8514 1.3128 -0.9940
H -1.6117 -0.8296 1.8979
H -2.7661 -1.9787 0.8599
H -2.1001 -1.2882 -1.0245
H -0.5903 0.8468 1.1829
H 2.6461 0.6936 -0.6516
H 2.3120 2.3120 -1.3092
H 1.4347 0.8759 -1.9235
```

Results
- Molar mass: 113.12 g mol⁻¹
- E_HOMO: -10.0 eV
- SMILES: C=CO[C@@H](C#N)OC

Atom charges from the natural (NBO) analysis, given in e for atoms 1 to 4: C -0.503; C 0.111; O -0.482; C 0.291

Run b
Molecular formula: C5H7NO2
Method: DFT, ωB97M-V/def2-TZVPD

```
15
Properties=species:S:1:pos:R:3
N 0.5843 -1.8242 1.3245
C 0.9320 -0.5743 0.7668
C 0.1874 0.5371 1.3993
C -0.0431 0.2096 0.1068
O 0.3211 1.2659 -0.7165
C -0.3876 1.3105 -1.8252
C -1.3628 0.4440 -1.6563
O -1.3365 -0.2199 -0.3645
H 1.1768 -2.4077 0.6730
H -0.2482 -2.0441 1.4673
H 2.0686 -0.4546 0.4247
H 0.3663 1.7429 1.4608
H -0.2157 -0.0655 2.3466
H 0.0558 1.6833 -2.8542
H -2.0984 0.3972 -2.5531
```

Results
- Molar mass: 113.12 g mol⁻¹
- E_HOMO: -8.0 eV
- SMILES: N[C@@H]1CC12OC=CO2

Atom charges from the natural (NBO) analysis, given in e for atoms 1 to 4: N -0.807; C -0.067; C -0.480; C 0.418

Run c
Molecular formula: C5H7NO2
Method: DFT, ωB97M-V/def2-TZVPD

```
15
Properties=species:S:1:pos:R:3
C 2.6510 -0.7212 -0.5403
C 2.1155 0.5324 -0.6979
C 0.6020 0.9432 -0.3616
O 0.2372 2.0252 -0.7159
N -0.2316 -0.0894 0.0721
C -1.5939 -0.1183 0.9809
C -2.7802 -0.2818 0.0761
O -2.8150 -0.1231 -1.1333
H 3.7037 -0.9691 -0.6457
H 1.9042 -1.4320 -0.2949
H 2.6771 1.4121 -1.0682
H 0.4273 -0.6759 0.6212
H -1.5012 -1.0710 1.5248
H -1.6225 0.8007 1.5811
H -3.7737 -0.2318 0.6017
```

Results
- Molar mass: 113.12 g mol⁻¹
- E_HOMO: -9.9 eV
- SMILES: C=CC(=O)NCC=O

Atom charges from the natural (NBO) analysis, given in e for atoms 1 to 4: C -0.381; C -0.261; C 0.645; O -0.569

Each structure's energy above the most stable one, in kcal/mol: run a 12.2; run b 89.5; run c 0.0.

Run a
Molecular formula: C5H7NO2
Method: DFT, ωB97M-V/def2-TZVPD

```
15
Properties=species:S:1:pos:R:3
C 0.6364 1.6418 1.2961
C -0.4990 1.4082 0.2665
C -0.3506 -1.0006 -0.0179
C -0.4928 -2.0442 -1.0691
C -0.6614 -2.8816 -2.0111
H 2.6420 1.0683 1.7024
H -0.3500 2.5827 -0.3210
H -1.4214 1.3689 0.9469
H -0.1391 0.2523 -1.3474
H -0.7450 -1.2500 0.7263
H 0.6497 -1.0832 0.4028
H -1.1244 -3.5435 -3.0722
N -0.4880 0.3224 -0.6243
O 1.7723 0.8798 0.8762
O 0.5712 2.2787 2.2456
```

Results
- Molar mass: 113.12 g mol⁻¹
- E_HOMO: -9.0 eV

Atom charges from the natural (NBO) analysis, given in e for atoms 1 to 4: C 0.776; C -0.315; C -0.267; C -0.047

Run b
Molecular formula: C5H7NO2
Method: DFT, ωB97M-V/def2-TZVPD

```
15
Properties=species:S:1:pos:R:3
C -2.2395 -1.1958 0.3194
C -1.6503 -0.0223 -0.0943
C -0.1974 0.2408 -0.1450
N 0.1769 1.6384 -0.0683
C 0.7205 -0.7214 -0.1890
C 2.1964 -0.4921 -0.0702
O 2.9479 -1.4413 -0.1926
O 2.6614 0.6921 0.4893
H -3.3522 -1.1663 0.3398
H -1.6922 -1.9128 0.8452
H -2.2348 0.8274 -0.5502
H -0.5752 2.2464 -0.2832
H 0.8527 1.8286 -0.8106
H 0.4491 -1.7548 -0.4405
H 1.9367 1.2331 0.8501
```

Results
- Molar mass: 113.12 g mol⁻¹
- E_HOMO: -9.3 eV
- SMILES: C=C/C(N)=C/C(=O)O

Atom charges from the natural (NBO) analysis, given in e for atoms 1 to 4: C -0.334; C -0.234; C 0.174; N -0.835

Run c
Molecular formula: C5H7NO2
Method: DFT, ωB97M-V/def2-TZVPD

```
15
Properties=species:S:1:pos:R:3
C -1.1561 -1.1213 -1.2689
C -0.2239 -0.5681 -0.1461
C 0.0693 -1.6378 0.7014
N 0.8582 -1.4738 1.6457
C 0.4707 0.6968 0.1353
O 1.0514 1.0206 1.2514
C -0.1637 1.9051 -0.6892
O -0.7310 1.6032 -1.7529
H -0.8701 -2.2470 -1.2524
H -0.8028 -0.7866 -2.3058
H -2.2078 -0.8852 -1.0971
H -0.6040 -2.5743 0.6057
H 0.6503 -2.1623 2.5220
H 1.1696 -0.5535 1.8687
H 0.1166 2.8869 -0.2439
```

Results
- Molar mass: 113.12 g mol⁻¹
- E_HOMO: -8.4 eV
- SMILES: C/C(=C/N)C(=O)C=O

Atom charges from the natural (NBO) analysis, given in e for atoms 1 to 4: C -0.605; C -0.271; C 0.158; N -0.707

Run d
Molecular formula: C5H7NO2
Method: DFT, ωB97M-V/def2-TZVPD

```
15
Properties=species:S:1:pos:R:3
C -1.1634 0.6190 -2.4841
C -0.1429 1.2189 -1.6884
C 0.0157 1.2115 -3.0225
H 0.2826 1.5037 -0.7554
H 0.6306 1.4794 -3.8469
O -0.0165 2.4754 1.7616
C -1.1301 2.7045 1.6240
O -2.2403 2.9382 1.4784
C 0.5496 -2.5016 1.3040
N 0.4312 -1.1451 0.7963
H 0.8848 -3.2359 0.5568
H 1.2640 -2.4987 2.1274
H -0.4191 -2.8196 1.6858
H -0.2656 -1.1030 0.0576
H 1.3194 -0.8467 0.4052
```

Results
- Molar mass: 113.12 g mol⁻¹
- E_HOMO: -9.2 eV
- SMILES: C1=CC=1.O=C=O.CN

Atom charges from the natural (NBO) analysis, given in e for atoms 1 to 4: C -0.085; C -0.199; C -0.184; H 0.236

Each structure's energy above the most stable one, in kcal/mol: run a 159.8; run b 0.0; run c 42.7; run d 64.8.

Run a
Molecular formula: C3H7N2S
Method: DFT, ωB97M-V/def2-TZVPD

```
13
Properties=species:S:1:pos:R:3
C 0.7863 0.5006 -0.4942
C -0.6950 0.0792 -0.7205
C -2.2627 -0.8155 0.5221
N 0.9122 0.7405 0.9267
N -1.1000 -1.1449 -0.0877
S -2.2832 0.8447 0.1333
H 1.4000 -0.4095 -0.6989
H 1.1919 1.3964 -1.0850
H -0.8659 0.1291 -1.7862
H -2.8562 -1.3417 1.2483
H 1.7362 1.2561 1.2180
H -0.5682 -1.9796 -0.3655
H 0.8986 -0.1964 1.4854
```

Results
- Molar mass: 103.17 g mol⁻¹
- E_HOMO: -13.5 eV
- Net charge: +1

Atom charges from the natural (NBO) analysis, given in e for atoms 1 to 4: C -0.253; C -0.082; C 0.028; N -0.857

Run b
Molecular formula: C3H7N2S
Method: DFT, ωB97M-V/def2-TZVPD

```
13
Properties=species:S:1:pos:R:3
C 0.1568 0.0167 0.1040
C 2.3286 0.2385 0.0328
C -2.1562 -0.8122 0.0687
N 1.1678 0.9851 -0.1988
N -1.1765 0.2042 0.1159
S 1.2926 -1.2917 0.0810
H 3.1304 0.3587 -0.6731
H 2.6556 0.3427 0.9816
H -2.6945 -1.0451 0.9844
H -1.6613 -1.6739 -0.3884
H -2.8386 -0.5529 -0.8291
H 1.3263 2.0339 -0.2756
H -1.5309 1.1960 -0.0033
```

Results
- Molar mass: 103.17 g mol⁻¹
- E_HOMO: -14.7 eV
- Net charge: +1

Atom charges from the natural (NBO) analysis, given in e for atoms 1 to 4: C 0.353; C -0.270; C -0.433; N -0.579

Each structure's energy above the most stable one, in kcal/mol: run a 13.9; run b 0.0.